C38H105N5O21 | the ωB97M-V functional and the def2-TZVPD basis

Output
Largest force on an atom = 4.2 eV/Å
HOMO energy (spin up / spin down) = -10.54 / -10.54 eV
2S+1 = 2
LUMO energy (spin up / spin down) = -2.7 / -8.0 eV
Total charge = +1
Frontier orbital gap (spin up / spin down) = 7.84 / 2.52 eV

Each line ends with the Löwdin charge.
Positions of all 169 atoms, in Å:
C (-2.63, -0.52, 3.51)  -0.046
C (-3.98, -1.24, 3.72)  -0.371
C (-5.10, -0.18, 4.11)  -0.157
O (-4.92, 0.17, 5.52)  -0.184
C (-5.82, 1.06, 6.06)  -0.132
N (-4.49, -2.03, 2.58)  0.053
H (-2.71, 0.42, 2.97)  0.055
H (-1.95, -1.22, 3.04)  0.060
H (-2.17, -0.32, 4.48)  0.081
H (-3.79, -1.79, 4.65)  0.134
H (-6.06, -0.56, 3.77)  0.110
H (-4.92, 0.67, 3.45)  0.103
H (-5.23, 1.46, 6.89)  0.092
H (-6.72, 0.52, 6.37)  0.092
H (-6.06, 1.92, 5.44)  0.085
H (-5.47, -2.11, 2.81)  0.065
H (-4.41, -1.71, 1.63)  0.066
C (-5.91, -1.26, -1.62)  -0.109
C (-4.57, -1.75, -1.77)  -0.436
C (-4.60, -3.26, -1.37)  -0.124
O (-3.22, -3.74, -1.38)  -0.221
C (-3.04, -5.09, -1.53)  -0.139
N (-4.26, -1.51, -3.19)  0.071
H (-5.86, -0.28, -2.07)  0.087
H (-6.13, -1.13, -0.56)  0.084
H (-6.71, -1.83, -2.10)  0.101
H (-3.97, -1.18, -1.06)  0.132
H (-5.28, -3.77, -2.05)  0.129
H (-5.00, -3.44, -0.37)  0.122
H (-3.83, -5.67, -1.05)  0.099
H (-2.01, -5.36, -1.29)  0.087
H (-3.06, -5.28, -2.60)  0.086
H (-4.96, -1.86, -3.83)  0.089
H (-4.39, -0.52, -3.32)  0.066
C (-5.39, 5.99, 0.78)  -0.068
C (-5.97, 4.82, -0.03)  -0.365
C (-5.35, 3.44, 0.27)  -0.215
O (-3.94, 3.34, 0.13)  -0.193
C (-3.31, 2.34, 0.90)  -0.103
N (-7.47, 4.68, 0.24)  0.017
H (-5.12, 5.69, 1.79)  0.072
H (-6.14, 6.76, 0.97)  0.070
H (-4.54, 6.34, 0.19)  0.075
H (-5.91, 5.10, -1.08)  0.132
H (-5.96, 2.69, -0.25)  0.112
H (-5.63, 3.13, 1.27)  0.108
H (-3.55, 2.59, 1.93)  0.084
H (-2.25, 2.53, 0.74)  0.072
H (-3.53, 1.31, 0.60)  0.085
H (-8.07, 5.34, -0.24)  0.061
H (-7.76, 4.59, 1.21)  0.059
C (-1.58, -6.38, 2.78)  -0.207
C (-2.40, -5.22, 2.05)  -0.172
O (-2.05, -3.93, 2.59)  -0.107
O (-2.24, -6.66, 4.01)  -0.064
H (-0.56, -6.07, 3.02)  0.115
H (-1.50, -7.25, 2.14)  0.111
H (-3.47, -5.36, 2.21)  0.123
H (-2.15, -5.11, 1.00)  0.084
H (-2.88, -3.55, 2.88)  0.036
H (-1.69, -6.12, 4.58)  0.080
C (2.46, 0.20, -4.09)  -0.182
C (1.54, -0.38, -5.19)  -0.217
O (2.22, -0.51, -6.46)  -0.066
O (3.50, -0.75, -3.53)  -0.075
H (1.84, 0.53, -3.26)  0.089
H (2.84, 1.18, -4.39)  0.099
H (0.63, 0.17, -5.42)  0.115
H (1.40, -1.37, -4.75)  0.098
H (2.38, 0.38, -6.77)  0.077
H (4.04, -0.21, -2.95)  0.003
C (2.90, -4.80, -1.75)  -0.201
C (1.44, -4.73, -2.21)  -0.212
O (1.29, -3.62, -3.08)  -0.086
O (3.35, -3.46, -1.43)  -0.081
H (3.60, -5.30, -2.41)  0.119
H (2.97, -5.49, -0.91)  0.112
H (0.90, -4.49, -1.30)  0.102
H (0.94, -5.57, -2.69)  0.126
H (0.39, -3.50, -3.42)  0.036
H (3.26, -2.99, -2.26)  0.066
C (-2.07, -3.42, -5.42)  -0.241
C (-1.48, -2.26, -4.73)  -0.264
O (-1.39, -2.49, -3.34)  -0.079
O (-1.28, -4.61, -5.31)  -0.064
H (-2.25, -3.28, -6.49)  0.126
H (-3.04, -3.74, -5.03)  0.117
H (-2.12, -1.38, -4.77)  0.106
H (-0.60, -2.02, -5.34)  0.108
H (-2.20, -2.99, -3.23)  0.040
H (-0.37, -4.49, -5.58)  0.086
C (-3.00, 3.12, -3.36)  -0.208
C (-1.74, 2.27, -3.14)  -0.229
O (-0.96, 2.71, -2.03)  -0.084
O (-2.60, 4.51, -3.44)  -0.078
H (-3.60, 3.16, -2.45)  0.099
H (-3.55, 2.76, -4.23)  0.119
H (-1.10, 2.26, -4.03)  0.115
H (-2.09, 1.27, -2.90)  0.109
H (-0.84, 2.08, -1.32)  0.029
H (-1.81, 4.57, -2.90)  0.061
C (-0.63, -1.66, 0.06)  -0.252
C (0.10, -0.36, -0.47)  -0.155
O (-0.49, 0.79, 0.10)  -0.085
O (-0.18, -2.07, 1.26)  -0.065
H (-0.60, -2.52, -0.62)  0.108
H (-1.71, -1.56, 0.02)  0.109
H (0.05, -0.32, -1.56)  0.116
H (1.10, -0.58, -0.10)  0.108
H (0.00, 1.22, 0.80)  0.055
H (-0.81, -2.77, 1.46)  0.063
C (2.99, -2.66, 2.01)  -0.238
C (3.93, -3.97, 1.91)  -0.180
O (5.09, -3.71, 1.09)  -0.088
O (1.97, -2.92, 2.91)  -0.074
H (2.35, -2.60, 1.13)  0.095
H (3.64, -1.81, 2.22)  0.106
H (3.37, -4.80, 1.48)  0.101
H (4.25, -4.36, 2.88)  0.114
H (4.73, -3.80, 0.21)  0.031
H (1.20, -2.76, 2.37)  0.031
C (7.08, 7.99, 4.44)  -0.084
O (6.49, 7.34, 3.30)  -0.173
C (5.64, 6.28, 3.71)  -0.216
C (4.50, 5.84, 2.79)  -0.063
N (3.94, 4.49, 3.24)  0.225
C (2.77, 4.19, 2.41)  -0.090
C (2.24, 2.77, 2.66)  -0.171
O (1.12, 2.71, 3.55)  -0.165
C (0.49, 1.47, 3.68)  -0.077
H (7.82, 7.38, 4.95)  0.092
H (6.35, 8.29, 5.20)  0.091
H (7.65, 8.82, 4.04)  0.099
H (5.14, 6.63, 4.61)  0.119
H (6.38, 5.51, 3.91)  0.141
H (4.84, 5.71, 1.76)  0.140
H (3.66, 6.53, 2.82)  0.154
H (3.72, 4.45, 4.22)  0.177
H (3.16, 4.37, 1.41)  0.130
H (2.05, 5.00, 2.53)  0.166
H (3.02, 2.04, 2.86)  0.136
H (1.93, 2.26, 1.75)  0.112
H (1.01, 0.68, 4.22)  0.112
H (0.36, 1.11, 2.66)  0.063
H (-0.56, 1.59, 3.95)  0.095
C (8.91, -1.80, -1.44)  -0.077
O (7.85, -1.21, -0.59)  -0.163
C (6.69, -1.81, -1.07)  -0.242
C (5.45, -1.06, -0.51)  -0.165
N (5.11, 0.08, -1.40)  -0.072
C (4.03, 0.85, -0.79)  -0.183
C (3.89, 2.26, -1.51)  -0.177
O (4.99, 3.14, -1.11)  -0.217
C (4.77, 4.50, -1.65)  -0.085
H (9.11, -2.80, -1.06)  0.095
H (9.84, -1.25, -1.29)  0.077
H (8.78, -1.57, -2.50)  0.089
H (6.54, -2.86, -0.79)  0.112
H (6.61, -1.69, -2.15)  0.120
H (5.39, -0.81, 0.55)  0.109
H (4.61, -1.76, -0.47)  0.076
H (5.88, 0.72, -1.53)  0.120
H (4.25, 1.11, 0.25)  0.103
H (3.14, 0.24, -0.94)  0.102
H (2.95, 2.71, -1.21)  0.103
H (3.84, 2.29, -2.60)  0.101
H (3.89, 5.05, -1.32)  0.067
H (4.62, 4.36, -2.72)  0.089
H (5.57, 5.12, -1.25)  0.085